Computed, not measured: a structure of composition C30H90Be2N2O36 at a distorted geometry, with ωB97M-V/def2-TZVPD.

Results
HOMO-LUMO gap   2.5 eV
HOMO energy   -12.8 eV
Electronic energy   -110025.8455 eV

```
! wB97M-V def2-TZVPD RIJCOSX def2/J DEFGRID3
* xyz 2 1
Be 0.34 -3.87 1.17
Be 0.79 1.48 5.67
N -0.03 -0.38 0.37
O 0.97 0.19 -0.13
O -0.81 0.27 1.09
O -0.20 -1.59 0.10
N -0.52 -1.86 4.25
O 0.13 -1.02 4.92
O -1.75 -2.08 4.42
O 0.06 -2.46 3.39
C -5.38 4.16 1.83
C -5.40 2.82 0.99
O -4.76 1.79 1.80
O -6.37 4.35 2.85
H -5.45 4.95 1.08
H -4.39 4.40 2.24
H -4.80 2.95 0.09
H -6.43 2.52 0.85
H -4.62 1.07 1.19
H -6.45 5.27 3.12
C 3.29 -2.49 0.69
C 3.23 -3.26 -0.60
O 1.90 -3.53 -1.04
O 2.91 -3.35 1.75
H 2.69 -1.58 0.76
H 4.30 -2.18 0.96
H 3.85 -4.16 -0.61
H 3.55 -2.60 -1.41
H 1.96 -3.83 -1.95
H 3.60 -3.97 2.00
C -4.07 -1.59 1.38
C -5.34 -2.03 0.65
O -4.96 -2.55 -0.60
O -3.65 -0.40 0.68
H -3.26 -2.32 1.34
H -4.21 -1.46 2.45
H -6.10 -1.25 0.65
H -5.83 -2.85 1.18
H -4.68 -1.82 -1.16
H -2.74 -0.23 0.96
C 6.98 -2.80 -3.06
C 6.60 -1.41 -3.60
O 5.17 -1.52 -3.67
O 6.35 -3.15 -1.85
H 8.04 -3.04 -3.00
H 6.58 -3.49 -3.81
H 7.01 -1.28 -4.60
H 6.90 -0.58 -2.96
H 4.79 -1.08 -2.90
H 6.49 -4.09 -1.70
C 1.82 7.41 0.33
C 1.77 6.17 1.15
O 1.75 5.09 0.28
O 0.55 7.78 -0.09
H 2.48 7.36 -0.54
H 2.29 8.24 0.86
H 0.91 6.23 1.80
H 2.69 6.19 1.74
H 0.90 4.98 -0.15
H 0.52 8.74 -0.17
C -4.40 0.15 4.93
C -4.75 -1.11 5.67
O -4.47 -2.28 4.97
O -5.35 0.46 3.95
H -3.46 0.05 4.39
H -4.21 1.03 5.55
H -5.80 -1.06 5.94
H -4.26 -1.18 6.65
H -3.55 -2.15 4.71
H -4.97 1.06 3.31
C -1.04 -0.84 -3.08
C -2.24 -1.33 -2.37
O -3.23 -1.53 -3.31
O -1.32 0.22 -3.90
H -0.80 -1.57 -3.85
H -0.24 -0.54 -2.41
H -2.55 -0.75 -1.50
H -2.00 -2.27 -1.87
H -3.60 -0.66 -3.40
H -1.06 0.04 -4.81
C -2.02 2.57 -1.34
C -0.58 3.06 -1.14
O -0.58 4.47 -0.96
O -2.52 2.70 -2.65
H -2.58 3.17 -0.62
H -2.07 1.52 -1.04
H 0.09 2.86 -1.98
H -0.08 2.58 -0.30
H -0.76 4.89 -1.81
H -1.89 2.29 -3.24
C 1.07 -1.26 -6.61
C 1.64 -1.77 -5.27
O 2.88 -2.42 -5.37
O -0.20 -0.57 -6.37
H 0.94 -2.07 -7.34
H 1.73 -0.59 -7.15
H 0.95 -2.57 -5.00
H 1.67 -1.00 -4.50
H 3.53 -1.83 -4.98
H -0.54 -0.30 -7.22
C 0.82 -7.05 1.82
C 1.27 -6.59 3.30
O 0.75 -5.26 3.55
O 1.29 -6.17 0.73
H -0.26 -7.07 1.72
H 1.10 -8.05 1.50
H 2.35 -6.54 3.41
H 0.85 -7.32 4.00
H 0.83 -5.11 4.50
H 2.12 -6.53 0.40
C 2.64 2.03 -5.40
C 1.45 2.01 -4.48
O 0.44 2.86 -4.94
O 3.55 0.99 -5.05
H 3.16 2.99 -5.34
H 2.32 1.91 -6.44
H 1.77 2.37 -3.50
H 1.00 1.03 -4.31
H 0.48 3.65 -4.40
H 3.90 1.13 -4.17
C 4.07 2.05 -0.98
C 4.19 0.53 -1.08
O 3.29 -0.15 -2.04
O 4.78 2.52 -2.15
H 4.44 2.42 -0.03
H 3.00 2.26 -1.02
H 4.10 0.17 -0.06
H 5.21 0.25 -1.36
H 2.43 0.06 -1.68
H 5.73 2.45 -2.05
C 2.03 1.95 2.64
C 2.16 3.33 3.24
O 2.11 3.28 4.62
O 0.85 1.26 3.11
H 2.85 1.29 2.92
H 2.05 2.03 1.56
H 1.25 3.85 2.91
H 3.04 3.90 2.94
H 2.59 4.05 4.93
H 0.30 0.98 2.38
C -1.75 3.50 2.43
C -1.91 2.71 3.67
O -0.94 3.14 4.60
O -2.01 4.88 2.65
H -2.46 3.10 1.70
H -0.72 3.37 2.10
H -1.91 1.63 3.50
H -2.81 2.99 4.21
H -1.14 4.06 4.80
H -2.20 5.33 1.83
C -2.66 -5.30 1.14
C -2.51 -4.92 -0.38
O -1.12 -4.86 -0.73
O -1.89 -4.61 2.06
H -2.38 -6.35 1.27
H -3.70 -5.35 1.45
H -2.94 -3.93 -0.56
H -3.05 -5.68 -0.94
H -1.15 -5.48 -1.47
H -2.36 -4.68 2.90
*
```

Atom charges from the Mulliken analysis, given in e for atoms 1 to 5: 1.27 1.28 -0.33 0.47 0.02

Computed, not measured: a cluster of 14 separate species, C30H90N6O44P8 in total at a distorted geometry, with ωB97M-V/def2-TZVPD.

Results
HOMO-LUMO gap   10.4 eV
HOMO energy   -10.3 eV
Electronic energy   -205905.6369 eV

```
! wB97M-V def2-TZVPD RIJCOSX def2/J DEFGRID3
* xyz 0 1
C 4.74 3.17 -5.46
N 5.54 2.21 -6.38
O 5.86 2.68 -7.44
O 5.81 1.11 -5.95
H 3.75 3.27 -5.91
H 5.28 4.12 -5.47
H 4.70 2.84 -4.42
C -6.63 -4.01 4.69
N -7.48 -5.06 5.31
O -7.17 -5.32 6.43
O -8.37 -5.66 4.72
H -5.66 -3.97 5.19
H -7.07 -3.03 4.88
H -6.60 -4.22 3.62
C -1.49 -9.09 4.38
N -0.63 -7.95 4.92
O 0.49 -7.79 4.38
O -1.15 -7.18 5.73
H -1.17 -9.99 4.91
H -1.36 -9.14 3.30
H -2.53 -8.80 4.48
C -2.80 2.93 -4.00
N -2.30 4.28 -3.55
O -3.18 4.99 -3.06
O -1.13 4.49 -3.61
H -2.23 2.60 -4.86
H -3.86 3.08 -4.23
H -2.69 2.27 -3.14
C 5.48 6.92 0.31
N 5.81 8.23 -0.13
O 6.37 9.05 0.62
O 5.75 8.42 -1.34
H 6.00 6.25 -0.38
H 4.40 6.98 0.18
H 5.72 6.74 1.36
C -0.96 3.97 9.91
N -0.54 2.69 9.33
O -1.41 1.97 8.85
O 0.69 2.54 9.23
H -1.22 4.54 9.02
H -0.09 4.51 10.30
H -1.82 3.83 10.57
C 0.21 -2.71 -8.06
O -0.34 -2.98 -9.38
P -1.19 -1.76 -10.09
O -2.23 -1.14 -9.25
O -1.84 -2.40 -11.45
C -2.17 -1.65 -12.55
O 0.00 -0.74 -10.57
C 1.06 -1.24 -11.46
H -0.33 -1.90 -7.56
H 1.24 -2.35 -8.06
H 0.11 -3.53 -7.35
H -2.06 -0.58 -12.39
H -3.25 -1.78 -12.68
H -1.56 -2.01 -13.38
H 0.90 -2.28 -11.74
H 2.10 -1.06 -11.18
H 0.99 -0.72 -12.42
C -11.99 -0.70 -0.25
O -10.63 -0.92 -0.30
P -9.54 0.22 -0.56
O -8.12 -0.19 -0.52
O -10.04 0.90 -1.91
C -9.55 0.57 -3.15
O -10.02 1.41 0.49
C -9.61 2.72 0.22
H -12.40 -1.04 0.71
H -12.64 -1.17 -0.98
H -12.18 0.37 -0.35
H -9.15 1.45 -3.66
H -10.42 0.37 -3.78
H -8.81 -0.23 -3.21
H -9.43 3.27 1.14
H -10.46 3.20 -0.25
H -8.66 2.67 -0.32
C 5.04 -7.00 -3.62
O 4.85 -6.84 -5.03
P 4.35 -8.03 -6.01
O 5.35 -9.19 -6.17
O 2.92 -8.49 -5.37
C 2.03 -9.17 -6.28
O 3.93 -7.26 -7.41
C 4.81 -6.84 -8.44
H 4.53 -6.21 -3.09
H 6.07 -6.83 -3.28
H 4.81 -7.99 -3.23
H 1.15 -8.56 -6.48
H 1.81 -10.17 -5.88
H 2.40 -9.44 -7.27
H 4.57 -7.21 -9.44
H 5.77 -7.28 -8.18
H 4.83 -5.75 -8.56
C -8.61 7.17 11.06
O -7.64 7.01 10.03
P -8.05 6.32 8.57
O -6.91 6.29 7.59
O -8.65 4.84 9.05
C -7.79 3.75 9.49
O -9.39 7.07 8.14
C -9.62 8.46 8.11
H -9.12 8.13 10.93
H -8.21 7.04 12.07
H -9.41 6.44 11.07
H -6.79 4.11 9.75
H -7.66 3.00 8.71
H -8.22 3.21 10.34
H -9.45 8.82 7.09
H -9.00 9.04 8.79
H -10.70 8.58 8.20
C 12.85 3.90 -1.35
O 13.25 3.28 -2.54
P 12.14 2.77 -3.62
O 11.07 3.77 -3.81
O 12.97 2.44 -4.99
C 12.32 1.85 -6.13
O 11.82 1.28 -3.04
C 11.01 1.18 -1.90
H 13.44 4.78 -1.09
H 13.01 3.27 -0.48
H 11.79 4.16 -1.29
H 12.44 0.77 -6.15
H 12.68 2.25 -7.08
H 11.25 2.03 -6.07
H 10.81 2.14 -1.42
H 11.41 0.56 -1.11
H 10.06 0.68 -2.10
C -0.38 -2.03 1.15
O -0.37 -0.91 1.89
P 0.90 0.08 1.78
O 1.25 0.55 0.41
O 0.59 1.23 2.85
C -0.55 2.06 2.60
O 2.18 -0.75 2.41
C 3.41 -0.16 2.39
H -1.25 -2.21 0.52
H -0.36 -2.83 1.89
H 0.50 -2.20 0.53
H -0.22 3.08 2.81
H -1.29 1.91 3.39
H -1.03 1.98 1.63
H 4.09 -0.92 1.99
H 3.72 -0.03 3.43
H 3.43 0.78 1.85
C 7.26 6.37 7.46
O 8.12 7.44 7.15
P 9.52 7.11 6.47
O 9.34 6.11 5.38
O 10.15 8.51 6.03
C 11.46 8.55 5.48
O 10.52 6.53 7.62
C 10.92 7.34 8.70
H 6.29 6.63 7.04
H 6.96 6.34 8.51
H 7.54 5.39 7.07
H 12.14 7.78 5.82
H 11.91 9.52 5.68
H 11.46 8.50 4.39
H 11.90 7.81 8.59
H 10.94 6.73 9.60
H 10.19 8.14 8.82
C -9.38 -8.60 -1.04
O -8.28 -8.39 -1.85
P -6.87 -9.00 -1.38
O -6.38 -8.49 -0.05
O -5.93 -8.52 -2.67
C -6.04 -7.16 -3.10
O -7.05 -10.59 -1.46
C -6.40 -11.54 -0.64
H -9.22 -9.37 -0.28
H -10.29 -8.88 -1.58
H -9.69 -7.70 -0.50
H -6.51 -7.11 -4.08
H -5.04 -6.72 -3.08
H -6.60 -6.55 -2.38
H -6.53 -11.40 0.43
H -5.33 -11.56 -0.88
H -6.86 -12.49 -0.89
*
```

Atom charges from the Mulliken analysis, given in e for atoms 1 to 5: -0.67 0.85 -0.51 -0.52 0.27

Computed, not measured: a cluster of 15 separate species, C30H90O15 in total at a distorted geometry, with ωB97M-V/def2-TZVPD.

Results
HOMO-LUMO gap   9.5 eV
Relative energy (zero: lowest compared OMol25 entry of this formula, charge and spin)   425.71 kJ/mol
HOMO energy   -9.3 eV
Electronic energy   -63278.8951 eV

```
! wB97M-V def2-TZVPD RIJCOSX def2/J DEFGRID3
* xyz 0 1
C 1.16 -2.53 4.41
C 0.53 -1.43 5.24
O 1.28 -0.26 5.12
H 2.20 -2.74 4.67
H 1.14 -2.27 3.35
H 0.60 -3.47 4.48
H 0.35 -1.66 6.29
H -0.45 -1.17 4.83
H 1.21 0.05 4.21
C -4.12 -2.59 -2.65
C -3.25 -3.45 -3.56
O -2.44 -4.26 -2.73
H -4.63 -3.11 -1.84
H -4.85 -1.97 -3.18
H -3.41 -1.96 -2.12
H -2.63 -2.83 -4.21
H -3.84 -4.06 -4.24
H -1.99 -4.97 -3.19
C 1.93 2.35 -3.95
C 2.50 1.71 -2.66
O 2.92 0.46 -2.96
H 1.48 3.27 -3.57
H 1.17 1.71 -4.38
H 2.60 2.59 -4.77
H 1.70 1.64 -1.91
H 3.28 2.31 -2.17
H 3.26 0.05 -2.16
C 0.73 -1.28 -0.11
C -0.53 -0.59 -0.51
O -0.67 0.49 0.45
H 1.65 -0.69 -0.16
H 0.96 -2.10 -0.79
H 0.67 -1.72 0.89
H -1.39 -1.25 -0.53
H -0.35 -0.12 -1.48
H -0.97 1.24 -0.08
C 3.40 -3.59 1.99
C 4.60 -2.72 2.30
O 5.17 -2.18 1.15
H 3.80 -4.32 1.28
H 2.57 -3.06 1.53
H 3.08 -4.18 2.85
H 5.31 -3.25 2.94
H 4.32 -1.87 2.92
H 5.69 -2.90 0.78
C 6.09 1.15 0.35
C 5.61 0.35 -0.87
O 4.37 -0.32 -0.62
H 7.13 1.47 0.28
H 5.94 0.56 1.25
H 5.51 2.07 0.43
H 6.33 -0.41 -1.14
H 5.52 0.93 -1.79
H 4.47 -0.94 0.11
C -2.27 -2.04 2.53
C -3.40 -2.21 3.53
O -3.14 -3.30 4.39
H -2.08 -2.98 2.00
H -1.30 -1.80 2.97
H -2.51 -1.25 1.82
H -4.32 -2.47 3.00
H -3.51 -1.28 4.08
H -3.86 -3.43 5.01
C -3.06 1.68 -2.83
C -1.76 2.49 -2.80
O -1.43 2.67 -1.47
H -2.79 0.68 -2.46
H -3.49 1.61 -3.82
H -3.80 2.09 -2.14
H -1.82 3.48 -3.25
H -0.98 1.94 -3.33
H -0.73 3.33 -1.44
C -5.17 0.02 -0.44
C -6.39 -0.80 -0.17
O -6.37 -1.31 1.14
H -5.07 0.30 -1.49
H -4.29 -0.59 -0.23
H -5.13 0.91 0.19
H -6.46 -1.64 -0.87
H -7.25 -0.16 -0.37
H -6.26 -0.57 1.75
C 3.56 -4.13 -2.01
C 4.35 -3.28 -2.97
O 5.73 -3.63 -2.83
H 2.51 -3.90 -1.83
H 4.05 -4.16 -1.04
H 3.57 -5.17 -2.33
H 4.28 -2.21 -2.81
H 4.08 -3.48 -4.01
H 6.23 -3.11 -3.47
C 3.40 1.21 3.44
C 2.67 0.95 2.14
O 1.35 0.69 2.50
H 2.94 2.00 4.03
H 4.43 1.42 3.16
H 3.47 0.29 4.02
H 3.19 0.15 1.60
H 2.76 1.82 1.50
H 0.79 0.56 1.73
C -3.90 5.62 1.35
C -3.70 4.84 0.04
O -3.63 3.48 0.28
H -3.09 5.58 2.07
H -4.80 5.38 1.92
H -4.14 6.66 1.08
H -2.74 5.10 -0.41
H -4.43 5.11 -0.72
H -3.02 3.10 -0.37
C 0.43 4.07 0.83
C 0.89 5.11 -0.18
O 0.65 4.55 -1.46
H 0.81 3.07 0.66
H -0.66 3.94 0.84
H 0.74 4.44 1.81
H 1.95 5.31 -0.06
H 0.32 6.02 -0.02
H 0.97 5.17 -2.12
C -2.63 1.52 4.81
C -2.58 1.86 3.32
O -3.66 2.74 3.08
H -2.15 2.35 5.33
H -2.03 0.64 5.00
H -3.67 1.40 5.10
H -2.56 0.98 2.66
H -1.60 2.32 3.18
H -3.62 3.06 2.17
C -0.19 -1.53 -4.30
C -0.01 -2.43 -5.53
O 0.30 -1.64 -6.64
H -1.07 -0.91 -4.46
H 0.76 -1.04 -4.11
H -0.38 -2.17 -3.43
H -0.87 -3.00 -5.87
H 0.79 -3.13 -5.32
H 1.08 -1.13 -6.41
*
```

Atom charges from the Mulliken analysis, given in e for atoms 1 to 5: -0.44 0.42 -0.58 0.30 -0.40